11
Properties=species:S:1:pos:R:3:forces:R:3:lowdin_charge:R:1 method="wB97M-V/def2-TZVPD" total_energy_ev=-7764.0433 e_lumo_ev=0.997 relative_energy_ev=2.483 total_charge=0 homo_ev=-10.1 max_force_ev_per_a=0.50 smiles="[H]/N=C/OCC#C" mol_weight_da=83.09 gap_ev=11.09
N -1.695290 0.193620 -1.064748 -0.05 0.14 0.26 0.108
C -1.593556 0.481562 0.160229 -0.11 -0.02 -0.16 -0.313
O -0.624475 0.012885 0.962348 -0.02 0.05 0.06 -0.065
C 0.356791 -0.837645 0.360671 0.09 -0.15 -0.05 -0.205
C 1.610810 -0.117628 0.129534 0.44 0.20 -0.12 -0.094
C 2.655717 0.444740 -0.067259 -0.38 -0.17 0.06 0.119
H -2.512572 0.639829 -1.469466 0.06 0.00 0.03 0.052
H -2.256981 1.117662 0.751508 0.03 -0.05 -0.14 0.134
H -0.031839 -1.231351 -0.581605 0.09 0.01 0.13 0.108
H 0.513596 -1.657062 1.066875 0.03 0.11 -0.10 0.129
H 3.577799 0.953385 -0.248083 -0.18 -0.11 0.04 0.028